[1]
Molecular formula: C48H45GaNOP2S2Si
Method: DFT, wB97M-V/def2-TZVPD

Each line ends with the Mulliken charge.
Element x y z (Å)
Ga1 -0.733 -0.126 -1.626  0.461
C1 -0.899 3.190 -2.053  -1.423
Si1 -0.441 2.013 -0.667  1.672
C2 1.264 2.502 -0.076  0.730
C3 1.298 3.721 0.619  -1.049
C4 2.484 4.242 1.105  -0.976
C5 3.673 3.554 0.895  -1.028
C6 3.660 2.359 0.197  0.130
C7 2.465 1.825 -0.290  0.587
P1 2.488 0.274 -1.260  1.138
C8 3.667 0.699 -2.587  0.686
C9 5.052 0.588 -2.481  -0.332
C10 5.868 0.990 -3.529  -0.882
C11 5.311 1.512 -4.689  -0.573
C12 3.933 1.628 -4.803  -0.710
C13 3.116 1.217 -3.760  -0.516
C14 3.389 -0.869 -0.158  -0.197
C15 3.215 -0.820 1.227  -0.103
C16 3.772 -1.794 2.045  -0.312
C17 4.517 -2.826 1.493  -0.851
C18 4.704 -2.880 0.118  -0.815
C19 4.140 -1.914 -0.701  -0.709
C20 -1.703 2.133 0.714  0.006
C21 -2.660 3.153 0.723  -0.800
C22 -3.594 3.240 1.746  -0.659
C23 -3.585 2.308 2.778  -1.097
C24 -2.642 1.289 2.783  -0.001
C25 -1.708 1.190 1.754  -0.130
P2 -0.401 -0.110 1.697  1.408
C26 0.426 0.108 3.313  0.884
C27 1.445 1.061 3.366  0.027
C28 2.108 1.318 4.556  -0.628
C29 1.770 0.615 5.704  -0.732
C30 0.765 -0.339 5.660  -0.701
C31 0.092 -0.592 4.471  -0.775
C32 -1.327 -1.673 1.906  0.716
C33 -0.582 -2.832 2.140  -0.815
C34 -1.206 -4.064 2.263  -0.558
C35 -2.587 -4.162 2.137  -0.919
C36 -3.335 -3.023 1.880  -0.576
C37 -2.709 -1.786 1.765  -0.928
H1 -0.797 4.228 -1.722  0.489
H2 -0.224 3.049 -2.901  0.270
H3 -1.923 3.042 -2.403  0.276
H4 0.375 4.265 0.801  0.362
H5 2.483 5.181 1.645  0.472
H6 4.609 3.953 1.267  0.445
H7 4.593 1.836 0.023  0.396
H8 5.501 0.186 -1.581  0.368
H9 6.943 0.897 -3.438  0.420
H10 5.951 1.825 -5.504  0.394
H11 3.493 2.032 -5.706  0.445
H12 2.039 1.302 -3.858  0.168
H13 2.633 -0.022 1.675  -0.081
H14 3.625 -1.737 3.116  0.535
H15 4.958 -3.581 2.132  0.430
H16 5.297 -3.675 -0.319  0.460
H17 4.308 -1.960 -1.771  0.623
H18 -2.678 3.892 -0.070  0.366
H19 -4.325 4.039 1.742  0.508
H20 -4.306 2.380 3.582  0.436
H21 -2.632 0.569 3.593  0.508
H22 1.718 1.606 2.469  -0.584
H23 2.894 2.063 4.584  0.487
H24 2.292 0.811 6.633  0.409
H25 0.500 -0.889 6.554  0.445
H26 -0.690 -1.340 4.450  0.423
H27 0.499 -2.768 2.239  0.611
H28 -0.614 -4.948 2.465  0.440
H29 -3.076 -5.123 2.244  0.377
H30 -4.412 -3.090 1.782  0.477
H31 -3.310 -0.904 1.587  0.085
S1 -0.757 -0.235 -4.004  -0.728
C38 -2.383 0.180 -3.598  0.653
N1 -2.693 0.257 -2.324  1.371
C39 -4.034 0.558 -2.118  -1.370
C40 -4.659 0.731 -0.886  0.353
C41 -6.007 1.033 -0.875  -1.338
C42 -6.726 1.170 -2.067  -0.699
C43 -6.109 1.014 -3.294  -0.521
C44 -4.753 0.705 -3.307  0.968
S2 -3.695 0.471 -4.678  -0.332
H32 -4.090 0.653 0.033  0.434
H33 -6.513 1.175 0.071  0.478
H34 -7.781 1.407 -2.030  0.410
H35 -6.665 1.131 -4.215  0.448
C45 -3.250 -2.554 -1.601  -1.561
C46 -1.881 -3.085 -1.290  -0.210
O1 -0.805 -2.081 -1.226  0.997
C47 0.455 -2.763 -0.895  0.327
C48 1.146 -3.263 -2.138  -1.071
H36 -3.939 -3.393 -1.479  0.542
H37 -3.345 -2.192 -2.623  0.348
H38 -3.554 -1.777 -0.902  0.070
H39 -1.566 -3.816 -2.033  0.441
H40 -1.883 -3.554 -0.305  0.223
H41 0.194 -3.570 -0.212  0.491
H42 1.058 -2.049 -0.342  -0.762
H43 0.539 -3.989 -2.680  0.387
H44 2.073 -3.758 -1.853  0.422
H45 1.388 -2.441 -2.814  0.125

- relative energy (zero: lowest compared OMol25 entry of this formula, charge and spin) (kcal per mole) = 0.0
- DFT total energy (eV) = -154543.983
- charge = +1
- frontier orbital gap (eV) = 8.1



[2]
Molecular formula: C11H17FNO3
Method: DFT, wB97M-V/def2-TZVPD

Each line ends with the Mulliken charge.
Element x y z (Å)
O1 3.736 -2.473 0.436  -0.433
C1 4.045 -1.780 -0.663  0.510
F1 4.486 -2.452 -1.907  -0.227
C2 3.961 -0.142 -0.642  -0.572
C3 2.714 0.418 0.282  0.342
C4 3.014 1.696 1.267  -0.532
N1 1.941 2.311 2.141  -0.065
C5 0.530 1.765 2.132  -0.429
C6 0.037 0.472 1.199  0.217
C7 -1.545 0.060 1.309  -0.500
C8 -1.972 -1.299 0.499  -0.528
C9 -2.922 -1.033 -0.829  -0.318
C10 -4.208 -0.054 -0.556  -0.353
O2 -3.902 1.355 -0.974  -0.514
C11 1.171 -0.224 0.242  -0.072
H1 3.853 0.252 -1.764  0.321
H2 4.960 0.315 -0.232  0.367
H3 4.108 2.146 1.303  0.297
H4 2.157 3.133 2.749  0.307
H5 -0.279 2.308 2.809  0.374
H6 -1.788 -0.145 2.456  0.333
H7 -2.168 1.023 1.015  0.412
H8 -1.048 -1.943 0.108  0.183
H9 -2.594 -2.057 1.180  0.341
H10 -2.254 -0.633 -1.702  0.072
H11 -3.372 -2.101 -1.114  0.325
H12 -5.155 -0.402 -1.171  0.246
H13 -4.522 0.012 0.593  0.230
H14 -3.112 1.370 -1.591  0.323
H15 0.897 -1.131 -0.445  0.351
O3 -0.649 -0.223 -2.758  -0.619
H16 -0.053 0.385 -2.296  0.302
H17 -0.064 -0.928 -3.075  0.310

- relative energy (zero: lowest compared OMol25 entry of this formula, charge and spin) (kcal per mole) = 127.3
- DFT total energy (eV) = -22015.701
- charge = +1
- frontier orbital gap (eV) = 7.1



[3]
Molecular formula: C20H39N4O4Re
Method: DFT, wB97M-V/def2-TZVPD

Each line ends with the Mulliken charge.
Element x y z (Å)
Re1 0.368 0.149 0.470  3.087
C1 2.429 -0.947 -3.432  -1.904
C2 1.853 -1.618 -2.183  0.212
C3 0.533 -2.385 -2.487  -2.326
C4 -0.776 -1.772 -3.045  2.157
C5 -1.539 -2.861 -3.803  -1.754
C6 -0.570 -0.583 -3.966  -2.041
N1 -1.708 -1.415 -1.849  -0.045
C7 -2.326 -0.065 -1.822  -0.107
C8 -2.747 0.388 -0.424  -1.688
N2 -1.729 1.125 0.389  0.070
C9 -2.227 1.003 1.791  -0.294
C10 -1.080 1.233 2.811  0.300
O1 -1.237 1.756 3.866  -0.475
O2 0.017 0.750 2.323  -0.917
C11 -1.647 2.619 0.037  0.657
C12 -2.089 3.012 -1.373  -1.833
C13 -0.336 3.335 0.457  -2.221
C14 1.060 3.085 -0.183  1.620
C15 1.940 4.278 0.205  -1.319
C16 1.043 2.914 -1.693  -2.053
N3 1.609 1.846 0.473  -0.662
C17 2.955 1.328 0.101  -1.216
C18 2.937 0.289 -1.028  -0.733
N4 1.903 -0.784 -0.896  0.188
C19 2.247 -1.715 0.220  -0.290
C20 0.963 -2.540 0.597  0.343
O3 0.996 -3.687 0.891  -0.447
O4 -0.105 -1.778 0.498  -0.965
H1 2.281 -1.625 -4.268  0.407
H2 3.502 -0.803 -3.344  0.514
H3 1.976 -0.001 -3.705  0.478
H4 2.551 -2.444 -1.985  0.272
H5 0.274 -3.016 -1.635  0.630
H6 0.860 -3.091 -3.255  0.689
H7 -1.056 -3.089 -4.749  0.447
H8 -2.548 -2.531 -4.044  0.480
H9 -1.591 -3.789 -3.238  0.501
H10 0.051 -0.901 -4.800  0.451
H11 -0.070 0.252 -3.485  0.184
H12 -1.509 -0.247 -4.397  0.576
H13 -2.450 -2.129 -1.862  0.569
H14 -1.188 -1.582 -0.969  0.220
H15 -3.207 -0.082 -2.469  0.466
H16 -1.619 0.650 -2.228  -0.064
H17 -3.074 -0.488 0.139  0.559
H18 -3.626 1.034 -0.520  0.544
H19 -2.533 -0.025 2.010  0.441
H20 -3.076 1.660 1.988  0.521
H21 -2.385 3.095 0.695  0.215
H22 -1.499 2.606 -2.181  0.442
H23 -2.010 4.096 -1.437  0.433
H24 -3.134 2.779 -1.550  0.498
H25 -0.222 3.249 1.540  0.419
H26 -0.551 4.389 0.275  0.683
H27 1.618 5.166 -0.333  0.449
H28 2.982 4.114 -0.057  0.399
H29 1.881 4.499 1.269  0.415
H30 0.505 3.739 -2.147  0.563
H31 0.574 1.970 -1.975  0.269
H32 2.052 2.949 -2.092  0.476
H33 1.714 2.137 1.454  0.708
H34 3.408 0.900 1.001  0.514
H35 3.617 2.140 -0.213  0.376
H36 3.937 -0.157 -1.082  0.475
H37 2.740 0.806 -1.965  0.520
H38 2.565 -1.184 1.128  0.352
H39 3.054 -2.412 -0.036  0.563

- DFT total energy (eV) = -37624.483
- 2S+1 = 4
- charge = +3
- <S²> = 3.78
- frontier orbital gap (spin up / spin down) (eV) = 7.0 / 7.1



[4]
Molecular formula: C19H32N6O3PSeV
Method: DFT, wB97M-V/def2-TZVPD

Each line ends with the Mulliken charge.
Element x y z (Å)
V1 -0.616 0.273 0.151  -0.463
C1 0.510 4.161 -2.233  -0.981
N1 -0.293 4.166 -1.009  0.092
C2 -0.871 5.463 -0.674  -1.015
C3 -0.500 3.060 -0.333  1.105
O1 0.025 1.963 -0.672  -0.683
C4 -1.437 3.086 0.872  -1.120
O2 -1.473 1.803 1.504  -0.326
C5 -0.923 1.690 2.818  -1.084
C6 0.434 1.016 2.704  0.797
O3 0.685 0.412 1.625  -0.588
N2 1.283 1.080 3.701  0.135
C7 2.625 0.512 3.543  -1.016
C8 0.915 1.625 5.010  -1.032
H1 1.376 4.810 -2.109  0.355
H2 -0.097 4.540 -3.055  0.351
H3 0.842 3.157 -2.465  0.242
H4 -0.073 6.187 -0.512  0.366
H5 -1.497 5.425 0.212  0.367
H6 -1.479 5.810 -1.510  0.367
H7 -2.449 3.295 0.518  0.503
H8 -1.140 3.855 1.583  0.611
H9 -1.602 1.060 3.398  0.496
H10 -0.849 2.660 3.309  0.476
H11 2.923 0.564 2.500  0.296
H12 2.651 -0.528 3.870  0.332
H13 3.323 1.093 4.140  0.452
H14 -0.082 1.302 5.304  0.398
H15 0.966 2.715 5.022  0.322
H16 1.618 1.248 5.746  0.436
C9 3.181 -3.203 -1.012  -0.905
N3 3.288 -1.880 -1.622  0.173
C10 2.894 -1.967 -3.029  -0.889
N4 1.543 -2.499 -3.191  0.168
C11 1.464 -3.812 -2.557  -0.927
N5 1.837 -3.761 -1.143  0.150
C12 0.861 -3.079 -0.334  -1.078
P1 0.701 -1.281 -0.885  2.615
C13 2.536 -0.882 -0.902  -1.114
C14 0.524 -1.593 -2.726  -1.006
H17 3.447 -3.140 0.045  0.381
H18 3.881 -3.873 -1.508  0.315
H19 3.588 -2.633 -3.540  0.299
H20 2.958 -0.979 -3.487  0.388
H21 2.153 -4.484 -3.067  0.294
H22 0.452 -4.208 -2.654  0.400
H23 1.155 -3.104 0.718  0.465
H24 -0.103 -3.579 -0.429  0.414
H25 2.895 -0.820 0.128  0.374
H26 2.665 0.095 -1.374  0.497
H27 0.605 -0.633 -3.239  0.432
H28 -0.470 -2.001 -2.927  0.501
Se1 -2.524 0.183 -1.082  -0.140
C15 -3.614 -1.334 -0.613  0.441
C16 -3.084 -2.617 -0.592  0.317
C17 -3.933 -3.672 -0.282  -0.392
N6 -5.218 -3.499 -0.012  -0.534
C18 -5.721 -2.272 -0.038  -0.370
C19 -4.959 -1.148 -0.338  -0.593
H29 -2.044 -2.792 -0.834  -0.022
H30 -3.571 -4.694 -0.256  0.381
H31 -6.778 -2.181 0.183  0.375
H32 -5.404 -0.162 -0.359  0.403

- relative energy (zero: lowest compared OMol25 entry of this formula, charge and spin) (kcal per mole) = 9.7
- DFT total energy (eV) = -135614.575
- 2S+1 = 3
- charge = +2
- <S²> = 2.09
- frontier orbital gap (spin up / spin down) (eV) = 6.4 / 7.7